[1]
{"formula": "H16O8", "method": "ωB97M-V/def2-TZVPD", "symbols": ["O", "H", "H", "O", "H", "H", "O", "H", "H", "O", "H", "H", "O", "H", "H", "O", "H", "H", "O", "H", "H", "O", "H", "H"], "coordinates": [[-1.61212, -2.00896, 2.30142], [-0.83212, -1.54696, 2.56942], [-1.82712, -2.61796, 3.01842], [0.25388, -0.16196, 3.16842], [0.46488, 0.56704, 2.55242], [-0.11312, 0.30304, 3.90242], [1.52588, 2.38704, -1.10758], [0.76988, 3.05304, -0.96058], [1.16188, 1.63204, -1.57658], [0.64388, 0.33504, -2.64658], [0.43288, 0.28304, -3.57758], [0.55288, -0.54996, -2.34458], [-0.93212, -2.10696, -2.29458], [-1.42312, -1.54596, -2.89858], [-0.62712, -1.56096, -1.58058], [2.27888, 0.74904, 0.98142], [2.76188, 1.03104, 1.79342], [1.91588, 1.52804, 0.51842], [-1.95412, 1.24304, -1.00258], [-1.32912, 0.76204, -0.56158], [-2.46512, 0.55604, -1.40158], [-0.10012, -0.75396, 0.03142], [0.64188, -0.18296, 0.37142], [-0.18912, -1.39296, 0.74442]], "forces_ev_per_a": [[-1.051, -0.908, -0.414], [0.784, 0.768, 0.772], [0.124, 0.092, -0.218], [0.711, 0.441, -1.058], [0.099, -0.669, 0.090], [-0.569, 0.285, 1.031], [-1.318, 2.262, 1.362], [1.635, -1.761, -0.601], [-0.464, -0.300, -0.657], [0.228, 1.039, -0.386], [0.030, 0.222, -0.307], [0.076, -1.271, 0.444], [-0.116, -0.778, -0.966], [-0.096, 0.077, 0.077], [-0.081, 0.463, 1.060], [-0.024, 0.015, 1.146], [-0.621, -0.180, -1.104], [0.585, 0.279, -0.219], [-2.184, 2.475, -1.508], [2.824, -1.964, 2.072], [-0.794, -0.467, -0.499], [1.169, 0.985, 0.534], [-0.493, -0.724, -0.600], [-0.454, -0.382, -0.051]], "mulliken_charge": [-0.629, 0.377, 0.309, -0.654, 0.298, 0.317, -0.723, 0.355, 0.387, -0.640, 0.284, 0.325, -0.625, 0.332, 0.286, -0.684, 0.311, 0.403, -0.606, 0.383, 0.283, -0.578, 0.364, 0.126], "total_charge": 0, "smiles": "O.O.O.O.O.O.O.O", "spin_multiplicity": 1, "lumo_ev": 0.24}

***

[2]
{"formula": "C2HO3Pb", "method": "ωB97M-V/def2-TZVPD", "symbols": ["O", "O", "O", "C", "C", "Pb", "H"], "coordinates": [[0.48881, 0.71328, -1.79893], [-1.11577, 0.67993, 1.20955], [0.58511, -0.71619, -0.07360], [-0.68530, 1.39398, 0.26932], [0.25615, 0.50929, -0.64664], [-0.73542, -1.38416, 1.68667], [1.20643, -1.19613, -0.64639]], "forces_ev_per_a": [[0.206, -0.242, 1.479], [-0.740, 0.005, 0.879], [0.808, -1.398, 0.638], [0.638, 0.351, -0.618], [-0.990, 1.667, -2.354], [0.059, -0.290, 0.172], [0.019, -0.092, -0.195]], "mulliken_charge": [-0.358, -0.348, -0.436, -0.303, 0.797, 1.284, 0.366], "total_charge": 1, "spin_multiplicity": 1, "lumo_ev": -7.00}

***

For reference, highest occupied orbital energy by record: -0.40896, -0.46470 hartree.
For reference, ΔE to the lowest compared entry with this formula, charge and spin by record: 44.13, 0.00 kcal/mol.
For reference, frontier orbital gap by record: 11.37, 5.64 eV.